Entry 1:
{
  "formula": "C6H35N2O12",
  "method": "ωB97M-V/def2-TZVPD",
  "elements": ["C", "C", "N", "C", "C", "N", "C", "C", "H", "H", "H", "H", "H", "H", "H", "H", "H", "H", "H", "O", "H", "H", "O", "H", "H", "O", "H", "H", "O", "H", "H", "O", "H", "H", "O", "H", "H", "O", "H", "H", "O", "H", "H", "O", "H", "H", "O", "H", "H", "O", "H", "H", "O", "H", "H"],
  "xyz": [[2.8951, -0.1662, -1.2143], [2.2191, -0.8292, -0.0282], [0.8946, -0.2290, 0.1967], [0.4368, 0.4492, 1.3011], [-0.8812, 0.6695, 1.1077], [-1.2178, 0.0561, -0.0649], [-0.1200, -0.4266, -0.6161], [-2.5530, -0.0832, -0.6395], [3.8363, -0.7089, -1.3323], [3.0568, 0.9004, -1.0875], [2.3664, -0.3788, -2.1446], [2.8445, -0.7337, 0.8477], [2.0779, -1.8835, -0.2554], [1.0594, 0.7196, 2.1332], [-1.5956, 1.1064, 1.7789], [-0.0864, -0.9569, -1.5606], [-3.3120, -0.0823, 0.1312], [-2.5641, -1.0001, -1.2212], [-2.7360, 0.7177, -1.3563], [3.4438, -3.0155, -2.7684], [3.5870, -3.4425, -1.9161], [4.2847, -2.5910, -2.9697], [0.6483, -2.2425, -2.7814], [0.3687, -2.2848, -3.7010], [1.6015, -2.4328, -2.8003], [-1.2240, 0.7738, -3.7891], [-1.7621, 0.6815, -4.5819], [-0.4510, 0.2194, -3.9723], [-3.9502, 3.1712, -2.4722], [-3.0140, 3.0005, -2.3275], [-4.0476, 3.1656, -3.4296], [5.0468, -2.1677, 0.6972], [5.1404, -1.5261, 1.4083], [4.5671, -2.9008, 1.1000], [-1.6319, 3.7082, 1.9168], [-1.5396, 4.1568, 2.7656], [-0.8001, 3.8825, 1.4652], [-4.7005, -1.8755, 0.7446], [-4.5692, -1.4119, 1.5820], [-5.4246, -1.4186, 0.3058], [1.2727, 2.3492, 4.2116], [1.3459, 1.4818, 4.6217], [2.1824, 2.6455, 4.0980], [-3.4167, 1.9305, 3.4896], [-3.2986, 2.2833, 4.3774], [-3.0013, 2.5635, 2.8925], [2.2409, -1.9994, 3.1733], [2.5864, -1.3912, 3.8347], [1.2944, -2.0392, 3.3511], [-3.1590, -0.8648, 3.0411], [-2.6949, -0.9337, 3.8795], [-3.3638, 0.0779, 2.9499], [1.5498, 0.4285, -4.7470], [2.0546, 0.2669, -5.5512], [2.2127, 0.6108, -4.0740]],
  "charge": 1,
  "total_energy_ev": -34335.2758,
  "homo_lumo_gap_ev": 10.146
}

***

Entry 2:
{
  "formula": "C6H35NO12",
  "method": "ωB97M-V/def2-TZVPD",
  "elements": ["C", "C", "C", "C", "C", "C", "N", "H", "H", "H", "H", "H", "H", "H", "H", "H", "H", "H", "H", "H", "O", "H", "H", "O", "H", "H", "O", "H", "H", "O", "H", "H", "O", "H", "H", "O", "H", "H", "O", "H", "H", "O", "H", "H", "O", "H", "H", "O", "H", "H", "O", "H", "H", "O"],
  "xyz": [[-0.0877, -0.1325, -0.8443], [-0.1742, 0.8631, -2.1251], [1.1764, 1.5670, -2.1046], [1.1409, 2.9103, -2.1170], [3.3617, 0.9519, -1.1891], [2.3731, 0.7248, -2.0248], [-1.5201, -0.5610, -0.6498], [0.4715, -1.0045, -1.1859], [0.2576, 0.3803, 0.0193], [-0.9935, 1.6068, -1.9568], [-0.4520, 0.2848, -2.9525], [0.1865, 3.3975, -1.9952], [1.9116, 3.5179, -2.4761], [4.1811, 0.5091, -0.6698], [3.5431, 1.9811, -0.8219], [2.1253, -0.2041, -2.5841], [-2.0824, -0.0158, -0.0458], [-1.4803, -1.5370, -0.4157], [0.5239, 1.1017, 4.0878], [-0.4727, 0.0475, 4.2971], [0.2310, 0.5157, 4.7888], [2.8832, -4.0039, 1.2010], [3.3017, -2.6167, 0.7727], [2.5350, -3.1662, 0.8950], [-1.6694, -1.1069, 2.4998], [-0.7804, -0.2056, 1.6126], [-1.5141, -0.1825, 2.3045], [1.8646, -1.6909, -1.7097], [2.9477, -2.6719, -1.2159], [2.0857, -2.6607, -1.6586], [-2.3652, -3.5197, 1.1408], [-0.9693, -3.5641, 1.2360], [-1.6765, -2.8628, 1.3183], [1.3220, 3.0976, 0.9094], [2.3018, 3.8804, 2.0358], [2.1541, 3.3030, 1.3057], [-2.8826, 3.3024, -1.2097], [-1.8809, 4.4721, -1.4653], [-2.0115, 3.6300, -1.0114], [-2.9680, -1.3289, -2.5474], [-3.1126, -2.7136, -2.7629], [-3.2823, -2.0847, -2.0601], [1.5771, -1.3481, 0.7297], [2.2462, -0.6563, 2.1107], [1.5363, -0.7288, 1.4837], [-1.4881, 2.7995, 0.7164], [-1.9750, 2.3385, 1.9983], [-1.3514, 3.0023, 1.6709], [0.2552, -4.8480, -0.3785], [0.5987, -3.5190, -1.1036], [-0.0782, -3.9720, -0.5638], [-4.6485, 0.9560, 1.1077], [-3.3764, 0.6094, 2.1349], [-3.7995, 1.1555, 1.4683]],
  "total_energy_ev": -32846.1848,
  "homo_lumo_gap_ev": 7.931
}

***

Entry 3:
{
  "formula": "C6H35NO13",
  "method": "ωB97M-V/def2-TZVPD",
  "elements": ["C", "O", "C", "C", "C", "C", "C", "N", "H", "H", "H", "H", "H", "H", "H", "H", "H", "H", "H", "H", "H", "O", "H", "H", "O", "H", "H", "O", "H", "H", "O", "H", "H", "O", "H", "H", "O", "H", "H", "O", "H", "H", "O", "H", "H", "O", "H", "H", "O", "H", "H", "O", "H", "H", "O"],
  "xyz": [[1.9871, -2.0585, 1.4285], [2.9265, -1.1325, 1.9268], [2.1584, -2.3105, -0.0669], [1.8398, -1.0599, -0.9114], [0.4028, -0.6336, -0.8564], [0.0547, 0.6283, -0.6218], [-1.0313, -2.4731, -0.4510], [-0.5604, -1.5755, -1.2205], [2.0969, -2.9630, 2.0420], [1.0268, -1.5982, 1.6912], [3.8070, -1.3117, 1.5575], [1.5289, -3.1503, -0.4270], [3.2495, -2.6721, -0.2853], [2.4932, -0.2782, -0.6056], [2.0833, -1.2809, -2.0509], [0.7629, 1.4228, -0.4193], [-0.9539, 1.0335, -0.6289], [-1.7873, -3.1301, -0.7890], [-0.7536, -2.6305, 0.5842], [-1.8384, -1.3571, -4.3886], [-0.8864, -1.2709, -3.2036], [-0.9393, -1.1053, -4.1633], [1.3383, 1.4946, 1.8933], [2.5701, 0.5827, 1.7132], [2.3411, 1.4734, 1.5725], [-2.4183, -2.8199, 2.2621], [-3.1237, -4.1463, 1.8674], [-2.4210, -3.5393, 1.6218], [-0.4591, 2.2652, 2.8729], [-0.8557, 1.0636, 1.9034], [-0.1801, 1.4399, 2.5007], [0.1440, 1.8295, -4.0541], [-0.8071, 0.6363, -4.3304], [-0.7645, 1.5745, -4.4154], [-2.6250, 2.3073, -1.0872], [-3.8513, 2.7476, -0.2387], [-3.3058, 2.0096, -0.4353], [1.3643, 3.7777, -3.0258], [1.7582, 2.7612, -1.9165], [1.0779, 2.9583, -2.5555], [0.7460, -1.0035, 4.0991], [-0.1157, 0.1881, 3.6238], [-0.1178, -0.5988, 4.2316], [-1.6130, -1.2348, 3.7402], [-2.5743, -0.7220, 2.6054], [-2.4836, -1.4678, 3.3026], [-2.7450, 0.9779, 0.7419], [-1.9123, -0.3675, 0.6245], [-2.2434, 0.2828, 1.2739], [-1.5330, 2.4390, -3.1189], [-0.6507, 3.0708, -2.0442], [-1.5790, 2.9073, -2.2468], [3.5162, 3.3284, -0.4487], [2.7973, 2.0927, 0.0795], [3.0585, 2.5987, -0.7530]],
  "total_energy_ev": -34898.2276,
  "homo_lumo_gap_ev": 9.463
}

***

Entry 4:
{
  "formula": "C6H36NO12",
  "method": "ωB97M-V/def2-TZVPD",
  "elements": ["C", "O", "C", "C", "C", "C", "C", "N", "H", "H", "H", "H", "H", "H", "H", "H", "H", "H", "H", "H", "H", "H", "H", "H", "O", "H", "H", "O", "H", "H", "O", "H", "H", "O", "H", "H", "O", "H", "H", "O", "H", "H", "O", "H", "H", "O", "H", "H", "O", "H", "H", "O", "H", "H", "O"],
  "xyz": [[1.7264, 1.8266, 1.6827], [2.7500, 0.8019, 1.6147], [0.4259, 1.2527, 1.0781], [0.3554, 0.2854, -0.0595], [0.0108, 1.0352, -1.4045], [0.4419, 0.1126, -2.5489], [-0.5742, -1.0793, -2.6539], [-2.0140, -0.4934, -2.5841], [2.1201, 2.5469, 0.9719], [1.5633, 2.2101, 2.6573], [-0.4159, 1.8736, 0.9051], [-0.0883, 0.7034, 1.9287], [1.3184, -0.2213, -0.0678], [-0.3342, -0.5199, 0.0909], [0.8458, 1.7768, -1.3537], [-0.9067, 1.5747, -1.6225], [0.4864, 0.4467, -3.5614], [1.3576, -0.4187, -2.1895], [-0.4964, -1.6529, -1.7131], [-0.3723, -1.4815, -3.6708], [-2.4872, -1.3510, -2.9159], [-2.2778, -0.5729, -1.6015], [-3.1003, 2.8369, 0.5038], [-1.9777, 2.2672, -0.1434], [-2.2052, 3.1269, 0.3078], [-3.3440, -0.5164, 1.7275], [-3.7698, 1.0242, 1.9762], [-4.0853, 0.1498, 1.7804], [-1.7432, 1.2196, 3.4617], [-1.9734, 2.7818, 2.9913], [-1.7206, 2.1509, 3.6902], [-3.0505, 1.1110, -2.7738], [-2.2325, 2.3936, -2.8658], [-3.1484, 2.1216, -2.7729], [4.5506, -0.2549, -0.4821], [3.2237, -1.0540, -0.3959], [3.8828, -0.6889, -1.0192], [2.5340, 1.9775, -2.9024], [2.9341, 2.1804, -1.5278], [2.4299, 2.6514, -2.2221], [-1.6082, -2.0175, 1.3327], [-2.1438, -1.6731, 2.8179], [-1.9966, -1.3099, 1.9336], [0.1200, -2.4417, 2.8454], [1.6777, -2.0827, 2.4951], [0.9079, -2.0183, 3.2071], [-0.8241, -3.7910, 0.3684], [0.3763, -2.9363, -0.1785], [-0.8898, -2.8405, 0.3116], [3.5248, -2.4252, 1.4491], [2.7365, 0.0973, 0.9530], [2.7678, -1.8935, 1.1714], [1.2695, -2.9595, -1.3303], [2.0340, -2.4801, 0.7402], [1.4090, -3.3625, -0.4325]],
  "charge": -1,
  "total_energy_ev": -32865.9230,
  "homo_lumo_gap_ev": 9.553
}

***

Ordered ΔE to the lowest compared entry with this formula, charge and spin results: 0.00; 171.10; 23.93; 118.56; unit kcal/mol.